Computed, not measured: C42H51N3O5PRuSiTe as an isolated structure at a distorted geometry, with ωB97M-V with the def2-TZVPD basis set.

The geometry in ORCA input format:
```
! RIJCOSX wB97M-V def2-TZVPD def2/J DEFGRID3
* xyz 2 2
Ru 0.112 -0.007 1.109
C 1.192 -2.360 1.482
C 0.209 -2.256 2.457
C 0.572 -2.042 3.797
C 1.902 -1.964 4.143
C 2.894 -2.078 3.159
C 2.545 -2.255 1.840
H 0.926 -2.669 0.480
H -0.814 -2.504 2.213
H -0.194 -1.987 4.560
H 2.183 -1.860 5.184
H 3.939 -2.052 3.445
H 3.311 -2.376 1.084
C 2.422 4.404 1.284
C 2.444 3.427 0.131
O 1.128 3.034 -0.292
P -0.017 2.241 0.462
O -1.209 2.426 -0.594
C -1.061 2.278 -2.028
C -0.974 3.625 -2.704
O -0.436 3.253 1.609
C -1.725 3.202 2.272
C -1.774 4.330 3.271
H 3.436 4.764 1.471
H 2.033 3.949 2.194
H 1.792 5.259 1.046
H 3.017 2.531 0.355
H 2.879 3.892 -0.752
H -1.945 1.726 -2.349
H -0.186 1.660 -2.237
H -1.913 4.169 -2.608
H -0.765 3.488 -3.766
H -0.178 4.227 -2.269
H -1.825 2.232 2.758
H -2.496 3.314 1.509
H -1.039 4.184 4.062
H -2.763 4.369 3.729
H -1.581 5.285 2.784
C 4.289 2.426 4.710
N 3.174 1.849 3.982
C 1.805 1.831 4.471
C 1.121 1.129 3.325
O -0.067 0.821 3.219
N 2.009 0.815 2.357
C 3.213 1.211 2.809
N 4.336 0.962 2.141
H 3.936 3.293 5.265
H 5.054 2.773 4.016
H 4.727 1.714 5.411
H 1.402 2.829 4.652
H 1.717 1.240 5.386
H 4.272 0.425 1.293
H 5.243 1.186 2.509
C -3.217 -2.045 1.028
Te -2.379 -0.234 0.262
C -3.997 0.600 1.396
C -5.082 -0.429 1.189
C -6.429 -0.094 1.194
C -7.388 -1.082 1.024
C -7.004 -2.403 0.843
C -5.658 -2.741 0.830
C -4.695 -1.757 1.004
H -2.863 -2.181 2.052
H -2.927 -2.908 0.434
H -4.259 1.576 0.996
H -3.711 0.700 2.444
H -6.731 0.938 1.326
H -8.437 -0.819 1.026
H -7.753 -3.171 0.708
H -5.358 -3.772 0.684
O 0.500 -0.594 -0.854
Si 0.456 -1.310 -2.249
C -1.202 -1.791 -2.917
C -1.831 -1.043 -3.914
C -3.122 -1.347 -4.325
C -3.802 -2.408 -3.745
C -3.186 -3.179 -2.766
C -1.897 -2.871 -2.361
C 1.685 -2.782 -2.400
C 2.947 -2.671 -1.795
C 3.767 -3.780 -1.709
C 3.363 -4.977 -2.293
C 2.145 -5.068 -2.968
C 1.323 -3.961 -3.067
C 1.496 -0.415 -3.552
C 1.575 -0.907 -4.868
C 2.208 -0.163 -5.849
C 2.813 1.040 -5.512
C 2.784 1.511 -4.195
C 2.165 0.771 -3.209
H -1.315 -0.206 -4.374
H -3.596 -0.760 -5.101
H -4.810 -2.642 -4.061
H -3.711 -4.015 -2.323
H -1.420 -3.490 -1.606
H 3.257 -1.723 -1.371
H 4.725 -3.715 -1.211
H 4.013 -5.842 -2.247
H 1.844 -6.002 -3.423
H 0.386 -4.027 -3.605
H 1.107 -1.849 -5.126
H 2.243 -0.524 -6.868
H 3.323 1.615 -6.273
H 3.245 2.460 -3.954
H 2.138 1.124 -2.185
*
```

## Properties
Expectation value of S²: 0.7642
E_LUMO (alpha / beta): -4.34 / -8.36 eV
Frontier orbital gap (alpha / beta): 8.45 / 4.43 eV
ΔE to the lowest compared entry with this formula, charge and spin: 1.1929 eV

Mulliken population analysis, charges in e, atoms 1 to 8: 0.242, -0.278, -0.604, -0.900, -0.499, -0.786, -0.493, 0.700



Computed, not measured: C41H23CaN15O2Se as an isolated structure at a distorted geometry, with ωB97M-V with the def2-TZVPD basis set.

The geometry in ORCA input format:
```
! RIJCOSX wB97M-V def2-TZVPD def2/J DEFGRID3
* xyz -2 1
Ca -0.804 1.716 -0.844
C 3.019 0.039 -4.747
C 4.174 0.660 -4.273
C 4.248 1.099 -2.958
C 3.133 0.945 -2.152
C 2.849 1.178 -0.722
N 1.589 1.149 -0.471
C 0.950 0.381 -1.543
N 0.862 -0.864 -0.816
C -0.357 -1.099 -0.072
C -0.505 -0.963 1.469
C 0.354 -1.045 2.543
C -0.180 -0.919 3.828
C -1.544 -0.789 4.030
C -2.425 -0.775 2.950
C -1.889 -0.829 1.682
C -2.410 -0.950 0.285
N -3.020 -2.099 -0.046
C -2.045 -2.868 -0.617
N -0.729 -2.552 -0.375
C 0.118 -3.610 -0.569
N 1.391 -3.661 -0.172
C 2.148 -2.667 0.196
N 2.038 -1.286 -0.062
C 3.185 -0.599 0.463
N 3.697 0.571 0.224
C 3.942 -1.616 1.186
C 5.095 -1.485 1.942
C 5.622 -2.622 2.533
C 5.009 -3.867 2.360
C 3.866 -4.000 1.592
C 3.339 -2.863 0.989
C -0.695 -4.669 -1.067
C -0.389 -5.955 -1.529
C -1.394 -6.726 -2.066
C -2.718 -6.242 -2.153
C -3.051 -4.996 -1.677
C -2.046 -4.193 -1.124
N -1.487 -0.404 -0.589
C 1.949 0.345 -2.629
C 1.907 -0.128 -3.933
H 2.992 -0.321 -5.770
H 5.021 0.795 -4.936
H 5.150 1.558 -2.569
H 1.419 -1.180 2.423
H 0.490 -0.927 4.679
H -1.934 -0.706 5.037
H -3.496 -0.715 3.106
H 5.558 -0.514 2.057
H 6.522 -2.549 3.132
H 5.430 -4.739 2.847
H 3.380 -4.958 1.457
H 0.630 -6.320 -1.471
H -1.178 -7.722 -2.436
H -3.473 -6.867 -2.616
H -4.066 -4.624 -1.749
H 1.019 -0.623 -4.309
N -2.679 1.493 -2.426
N -2.782 2.765 -3.003
C -1.666 3.649 -2.919
O -1.735 4.649 -3.643
O -0.759 3.315 -2.100
H -2.436 0.758 -3.078
H -3.528 1.242 -1.936
H -3.306 2.858 -3.856
N 0.191 5.993 3.920
C 0.199 4.926 3.455
N 0.271 3.703 3.037
C -0.220 2.992 2.117
N -0.652 2.222 1.337
Se -3.302 2.069 1.312
N -3.195 3.282 0.087
C -3.172 4.467 0.712
C -2.989 5.713 0.074
C -2.972 6.841 0.847
C -3.152 6.783 2.251
C -3.345 5.594 2.897
C -3.348 4.403 2.139
N -3.500 3.166 2.649
H -2.825 5.746 -0.996
H -2.799 7.803 0.380
H -3.104 7.700 2.823
H -3.458 5.538 3.971
*
```

## Properties
E_LUMO (alpha / beta): 3.73 / 3.69 eV
Frontier orbital gap (alpha / beta): 5.15 / 5.22 eV
ΔE to the lowest compared entry with this formula, charge and spin: 10.6749 eV

Mulliken population analysis, charges in e, atoms 1 to 8: 2.467, -0.777, -0.396, -0.928, 0.421, -0.626, -0.296, -0.571



Computed, not measured: one molecule with the formula C4H12N2O at a distorted geometry, with ωB97M-V with the def2-TZVPD basis set.

The geometry in ORCA input format:
```
! RIJCOSX wB97M-V def2-TZVPD def2/J DEFGRID3
* xyz 0 1
C 1.136 1.655 1.110
C -0.102 1.262 0.358
O -1.174 1.176 1.271
C -0.076 0.060 -0.631
N -1.340 -0.036 -1.305
C 0.313 -1.214 0.105
N -0.214 -2.402 -0.618
H 1.465 0.838 1.759
H 0.906 2.519 1.742
H 1.962 2.047 0.520
H -0.310 2.081 -0.360
H -1.761 0.434 1.024
H 0.689 0.314 -1.390
H -1.400 0.648 -2.041
H -1.618 -0.966 -1.506
H 1.340 -1.461 0.372
H -0.178 -1.136 1.081
H 0.418 -2.559 -1.403
H -0.057 -3.260 -0.089
*
```

## Properties
E_LUMO: 0.89 eV
Frontier orbital gap: 9.91 eV
ΔE to the lowest compared entry with this formula, charge and spin: 1.4262 eV
Structure (SMILES): C[C@H](O)[C@H](N)CN

natural (NBO) population analysis, charges in e, atoms 1 to 8: -0.633, 0.106, -0.728, -0.072, -0.870, -0.247, -0.844, 0.204



Computed, not measured: a 2-piece molecular cluster, C3H5N overall at a distorted geometry, with ωB97M-V with the def2-TZVPD basis set.

The geometry in ORCA input format:
```
! RIJCOSX wB97M-V def2-TZVPD def2/J DEFGRID3
* xyz 0 1
C -2.485 0.399 -0.395
C -2.454 0.017 0.752
C 1.290 -0.155 -0.783
N 1.165 -0.611 0.384
H -2.041 0.789 -1.316
H 1.396 0.044 1.056
H -2.850 -0.548 1.588
H 1.172 -0.911 -1.477
H 0.961 -1.644 0.597
*
```

## Properties
E_LUMO: 0.90 eV
Frontier orbital gap: 8.97 eV
ΔE to the lowest compared entry with this formula, charge and spin: 5.0154 eV

natural (NBO) population analysis, charges in e, atoms 1 to 8: -0.226, -0.258, -0.124, -0.711, 0.246, 0.387, 0.236, 0.089



Computed, not measured: C32H16ClGaN8O4 as an isolated structure, with ωB97M-V with the def2-TZVPD basis set.

The geometry in ORCA input format:
```
! RIJCOSX wB97M-V def2-TZVPD def2/J DEFGRID3
* xyz 0 1
Ga -0.049 -0.192 -0.075
C -0.638 4.756 -4.326
C 0.713 4.494 -4.588
C 1.411 3.534 -3.877
C 0.715 2.840 -2.897
C 1.122 1.780 -1.984
N 0.047 1.422 -1.207
C -1.028 2.197 -1.567
N -2.234 2.188 -1.065
C -2.602 1.363 -0.096
C -3.929 1.366 0.485
C -5.060 2.126 0.213
C -6.190 1.873 0.966
C -6.193 0.890 1.968
C -5.068 0.136 2.239
C -3.932 0.388 1.478
C -2.605 -0.193 1.489
N -2.229 -1.138 2.331
C -1.009 -1.618 2.372
N 0.060 -1.277 1.580
C 1.148 -2.013 1.977
N 2.364 -1.984 1.486
C 2.725 -1.186 0.498
N 1.937 -0.294 -0.182
C 2.708 0.349 -1.105
N 2.337 1.303 -1.946
C 4.064 -0.154 -1.028
C 5.215 0.161 -1.741
C 6.372 -0.520 -1.412
C 6.383 -1.488 -0.396
C 5.240 -1.800 0.314
C 4.075 -1.117 -0.020
C 0.762 -2.869 3.087
C 1.480 -3.785 3.845
C 0.800 -4.449 4.849
C -0.559 -4.204 5.094
C -1.270 -3.289 4.341
C -0.585 -2.625 3.331
N -1.841 0.416 0.527
C -0.624 3.100 -2.637
C -1.327 4.063 -3.345
H -1.150 5.512 -4.906
H 1.215 5.055 -5.365
H 2.452 3.319 -4.073
H -5.046 2.880 -0.563
H -7.094 2.441 0.784
H -7.100 0.722 2.535
H -5.061 -0.625 3.008
H 5.194 0.908 -2.523
H 7.288 -0.307 -1.947
H 7.310 -2.000 -0.170
H 5.239 -2.546 1.097
H 2.528 -3.968 3.646
H 1.322 -5.174 5.460
H -1.055 -4.746 5.888
H -2.318 -3.092 4.521
H -2.371 4.252 -3.137
O -1.869 -0.455 -2.756
Cl -0.826 -1.429 -2.712
O 0.375 -0.940 -3.303
O -1.221 -2.686 -3.225
O -0.517 -1.671 -1.235
*
```

## Properties
E_LUMO (alpha / beta): -1.88 / -1.88 eV
Frontier orbital gap (alpha / beta): 5.01 / 5.01 eV

natural (NBO) population analysis, charges in e, atoms 1 to 8: 1.843, -0.198, -0.195, -0.187, -0.013, 0.441, -0.725, 0.466



Computed, not measured: a 5-piece molecular cluster, CH11O4S overall at a distorted geometry, with ωB97M-V with the def2-TZVPD basis set.

The geometry in ORCA input format:
```
! RIJCOSX wB97M-V def2-TZVPD def2/J DEFGRID3
* xyz -1 1
C 0.711 -0.316 -1.432
S -0.514 -0.436 -0.034
H 1.513 -1.040 -1.414
H 0.077 -0.465 -2.301
H 1.164 0.679 -1.449
H -1.130 -3.304 1.196
H -0.124 -2.477 1.855
O -0.283 -3.413 1.668
H -1.275 2.854 1.057
H -0.358 1.766 0.525
O -0.372 2.721 0.745
H -1.588 1.913 -1.664
H -2.766 1.002 -1.495
O -2.546 1.904 -1.770
H 2.472 -0.111 0.815
H 2.211 -0.985 2.003
O 2.807 -0.294 1.699
*
```

## Properties
E_LUMO: 3.61 eV
Frontier orbital gap: 7.27 eV
ΔE to the lowest compared entry with this formula, charge and spin: 0.4472 eV

natural (NBO) population analysis, charges in e, atoms 1 to 8: -0.735, -0.760, 0.182, 0.197, 0.183, 0.471, 0.483, -0.964